Computed, not measured: a gas-phase ion, C6H8NO6 (charge -1), with ωB97M-V/def2-TZVPD.

```
21
C6H8NO6 | the OMol25 dataset | ωB97M-V/def2-TZVPD
C -0.739 -1.449 -0.488
C -2.909 0.692 0.005
C 2.084 0.751 0.407
C 0.994 1.546 -0.480
C 1.420 -0.302 1.294
C -0.690 -0.130 -0.305
N 0.218 0.597 -1.191
O -1.643 -2.295 0.111
O -3.210 1.868 -0.038
O 0.224 -2.044 -1.179
O -3.557 -0.330 -0.108
O 1.630 -1.521 1.106
O -1.494 0.583 0.435
H 2.941 0.273 -0.058
H 2.661 1.582 1.061
H 0.450 2.011 0.359
H 1.452 2.276 -1.117
H 0.972 -0.051 2.323
H -2.498 -1.946 0.204
H 0.704 -0.152 -1.688
H 0.987 -1.958 -0.653
```

Values from the calculation:
HOMO (alpha / beta), eV: -1.31 / -5.00
Multiplicity: 3
Net charge: -1
HOMO-LUMO gap (alpha / beta), eV: 4.9 / 6.5

---

Computed, not measured: 2 unconnected molecules or ions with the total composition C6H8NS, with ωB97M-V/def2-TZVPD.

```
16
C6H8NS | the OMol25 dataset | ωB97M-V/def2-TZVPD
C -1.237 1.858 -0.136
C -0.503 1.595 1.075
C -1.455 0.902 -1.123
C 0.088 0.358 1.349
C -0.866 -0.361 -0.859
C -0.314 -0.543 0.421
N 2.136 -1.977 -0.188
S -1.328 -1.863 0.206
H -1.538 2.816 -0.190
H -0.156 2.376 1.707
H -2.143 1.238 -1.898
H 0.395 0.039 2.364
H -0.475 -0.773 -1.772
H 2.308 -2.243 -1.094
H 2.912 -2.506 0.330
H 2.177 -0.916 -0.191
```

Values from the calculation:
HOMO, eV: -13.72
Net charge: +1
HOMO-LUMO gap, eV: 7.3

---

Computed, not measured: 2 unconnected molecules or ions with the total composition C6H8O2, with ωB97M-V/def2-TZVPD.

```
16
C6H8O2 | the OMol25 dataset | ωB97M-V/def2-TZVPD
C 1.329 -0.346 1.627
C 2.493 -0.071 2.201
C 0.209 -0.342 1.141
C -1.272 -1.429 -0.412
C 1.312 1.084 -1.267
C -2.774 -1.509 -0.569
O -0.455 -1.927 -1.165
O -0.983 -0.661 0.658
H 3.229 -0.807 2.040
H 2.627 0.714 2.926
H 1.883 0.931 -0.436
H 1.386 1.749 -2.139
H 0.714 0.247 -1.549
H -3.015 -1.706 -1.583
H -3.363 -0.513 -0.203
H -3.202 -2.467 0.031
```

Values from the calculation:
HOMO (alpha / beta), eV: -8.65 / -7.91
HOMO-LUMO gap (alpha / beta), eV: 8.1 / 8.2

---

Computed, not measured: a single C6H8O2 molecule, with ωB97M-V/def2-TZVPD.

```
16
C6H8O2 | the OMol25 dataset | ωB97M-V/def2-TZVPD
C 1.710 -0.692 -1.069
C 0.551 -0.453 -0.368
C -0.592 -1.430 -0.275
O -1.660 -0.682 0.385
C -1.358 0.593 0.064
C -0.863 1.864 0.734
C 0.279 0.715 0.416
O 0.582 0.135 1.561
H 2.418 0.084 -1.043
H 1.969 -1.455 -1.888
H -0.506 -2.292 0.432
H -0.835 -1.948 -1.351
H -1.242 0.784 -1.058
H -1.307 2.745 0.097
H -0.791 1.822 1.814
H 1.643 0.210 1.549
```

Values from the calculation:
HOMO, eV: -8.00
SMILES: C=C1CO[C@H]2C[C@]12O
HOMO-LUMO gap, eV: 8.8

---

Computed, not measured: a single C6H8O2 molecule, with ωB97M-V/def2-TZVPD.

```
16
C6H8O2 | the OMol25 dataset | ωB97M-V/def2-TZVPD
C 1.360 0.856 -0.225
C 0.094 0.186 -0.904
C -0.284 -1.255 -0.240
C -1.544 -0.947 0.432
C -0.511 -0.235 1.322
C -0.013 0.966 0.400
H 2.367 1.438 -1.831
H 1.948 0.274 0.401
H -0.217 0.501 -1.867
H -0.150 -2.075 -0.901
H -2.207 -1.725 0.767
H -2.305 -0.428 -0.178
H -0.723 -0.128 2.367
H -0.276 2.028 0.437
O 2.062 1.832 -0.979
O 0.398 -1.287 0.997
```

Values from the calculation:
HOMO, eV: -9.65
HOMO-LUMO gap, eV: 10.6

---

Computed, not measured: a single C6H8O2 molecule, with ωB97M-V/def2-TZVPD.

```
16
C6H8O2 | the OMol25 dataset | ωB97M-V/def2-TZVPD
C 0.282 -1.967 -0.300
C 0.623 -0.778 -0.767
C -0.255 0.510 -0.713
C -1.612 0.306 -0.050
C 0.542 1.479 0.139
O 0.782 2.625 -0.127
C 1.176 0.718 1.295
O 0.569 0.289 2.246
H -0.544 -2.109 0.374
H 0.857 -2.846 -0.540
H 1.479 -0.673 -1.422
H -0.355 0.917 -1.724
H -2.187 -0.433 -0.604
H -2.158 1.247 -0.039
H -1.484 -0.026 0.979
H 2.284 0.741 1.253
```

Values from the calculation:
HOMO, eV: -9.39
SMILES: C=C[C@@H](C)C(=O)C=O
HOMO-LUMO gap, eV: 9.4

---

Computed, not measured: a single C6H8O2 molecule, with ωB97M-V/def2-TZVPD.

```
16
C6H8O2 | the OMol25 dataset | ωB97M-V/def2-TZVPD
C 0.860 1.501 -0.412
C -1.440 -1.562 -0.056
C -0.317 0.725 0.147
C -0.252 -0.691 0.234
C 1.487 -0.738 -0.068
C 1.802 0.576 0.312
O 0.782 -1.441 0.911
O -1.475 1.338 0.521
H -1.602 2.147 0.008
H 1.659 -1.228 -1.020
H 0.924 1.476 -1.504
H 0.886 2.539 -0.072
H 1.889 0.743 1.381
H -1.821 -2.009 0.866
H -2.239 -0.994 -0.531
H -1.142 -2.380 -0.716
```

Values from the calculation:
HOMO, eV: -7.74
HOMO-LUMO gap, eV: 8.4

---

Computed, not measured: a single C6H8O2 molecule, with ωB97M-V/def2-TZVPD.

```
16
C6H8O2 | the OMol25 dataset | ωB97M-V/def2-TZVPD
C -1.703 -2.200 -0.085
C -0.491 -1.795 0.715
O -0.020 -2.518 1.585
C 0.218 -0.422 0.460
C -0.216 0.420 -0.462
C 0.491 1.794 -0.716
C 1.701 2.202 0.087
O 0.022 2.516 -1.587
H -2.046 -3.185 0.247
H -2.513 -1.484 0.074
H -1.447 -2.267 -1.145
H 1.072 -0.274 1.109
H -1.069 0.273 -1.112
H 2.043 3.188 -0.243
H 1.443 2.265 1.147
H 2.513 1.488 -0.072
```

Values from the calculation:
HOMO, eV: -9.76
SMILES: CC(=O)/C=C/C(C)=O
HOMO-LUMO gap, eV: 9.4

---

Computed, not measured: a molecular structure, C6H8O2, with ωB97M-V/def2-TZVPD.

```
16
C6H8O2 | the OMol25 dataset | ωB97M-V/def2-TZVPD
C 1.303 -0.340 0.764
C 0.852 -0.812 -0.555
C -1.432 0.121 -1.370
C -0.730 -0.717 -0.299
O 2.370 0.483 0.868
C -0.289 0.549 1.145
C -0.737 1.356 1.929
O -1.282 -1.736 0.158
H 2.356 1.137 0.152
H 1.250 -1.056 1.578
H 1.177 -0.151 -1.363
H 1.104 -1.853 -0.758
H -2.372 0.481 -0.951
H -0.836 0.977 -1.689
H -1.638 -0.525 -2.226
H -1.095 2.087 2.616
```

Values from the calculation:
HOMO, eV: -9.02
HOMO-LUMO gap, eV: 8.7

---

Computed, not measured: 2 unconnected molecules or ions with the total composition C6H8O2S2, with ωB97M-V/def2-TZVPD.

```
18
C6H8O2S2 | the OMol25 dataset | ωB97M-V/def2-TZVPD
C 1.950 -1.165 0.360
C 0.927 -1.905 -0.176
C -2.818 0.992 0.749
C -1.719 1.589 0.274
C 1.669 0.183 0.877
C -0.226 0.358 -0.951
O -1.409 -2.087 -1.321
O 2.327 0.985 -1.649
S -0.776 -1.298 -0.246
S 1.305 1.302 -0.651
H 2.896 -1.509 0.402
H 1.130 -2.875 -0.630
H -3.575 1.385 1.458
H -3.139 -0.040 0.607
H -1.288 2.558 0.175
H 0.654 0.156 1.282
H 2.442 0.526 1.538
H -0.358 0.783 -1.943
```

Values from the calculation:
HOMO (alpha / beta), eV: -6.99 / -9.38
Multiplicity: 3
HOMO-LUMO gap (alpha / beta), eV: 7.3 / 6.7